The following is a DFT calculation (wB97M-V/def2-TZVPD) of a structure of composition C5H10CeO3 in a non-equilibrium geometry.

Properties
total charge = +1
⟨S²⟩ = 0.75
E = -24405.994 eV
maximum force = 0.1213 Eh/bohr
orbital gap (alpha / beta) = 6.678 / 6.703 eV
HOMO level (alpha / beta) = -10.90 / -10.92 eV
spin multiplicity = 2

Cartesian coordinates (Å):
O -1.574 2.146 1.023
C -0.261 2.624 0.901
C 0.691 1.590 0.318
O 0.735 0.479 1.285
C 1.229 -0.747 0.714
C 0.443 -0.885 -0.586
O -0.788 -1.583 -0.210
C -1.417 -2.236 -1.295
Ce -1.555 0.363 0.639
H 0.107 2.940 1.902
H -0.223 3.506 0.229
H 1.708 2.003 0.240
H 1.400 -1.599 1.386
H 2.254 -0.510 0.384
H 0.972 -1.497 -1.323
H -0.876 -3.168 -1.521
H -2.452 -2.448 -1.005
H -1.417 -1.607 -2.201
H 1.024 0.630 -0.878

These are the Mulliken partial charges, in e, on atoms 1 to 5: -0.3861, -0.3943, -0.5282, -0.3672, -0.3503



The following is a DFT calculation (wB97M-V/def2-TZVPD) of a structure of composition C14H28NO4PTi in a non-equilibrium geometry.

Properties
total charge = +4
E = -57004.579 eV
maximum force = 0.2929 Eh/bohr
orbital gap (alpha / beta) = 5.467 / 5.466 eV
HOMO level (alpha / beta) = -24.10 / -24.10 eV
spin multiplicity = 1

Cartesian coordinates (Å):
Ti 1.352 -0.891 0.178
C 1.699 1.055 -0.061
O 2.150 2.142 -0.182
C 1.725 -2.187 -1.242
O 1.857 -2.962 -2.157
C 0.027 -1.268 1.627
O -0.444 -1.752 2.568
C -0.603 0.864 -2.179
P -0.847 0.093 -0.540
H -2.778 1.299 -0.204
H -0.056 1.800 -1.941
C -2.135 -1.196 -0.914
H -2.702 -0.758 -1.765
C -1.926 1.223 -2.913
H -2.673 1.738 -2.283
H -2.381 0.319 -3.355
H -1.668 1.893 -3.759
C 0.252 0.023 -3.132
H -0.302 -0.864 -3.492
C -2.055 1.251 1.814
H 1.215 -0.300 -2.702
H 0.463 0.660 -4.014
C -1.257 2.838 -0.010
H -1.478 1.972 2.424
H -3.124 1.488 2.022
H -1.829 0.236 2.181
C -1.800 1.431 0.308
H -1.801 3.555 0.633
H -1.454 3.116 -1.060
H -0.170 2.917 0.183
C -3.094 -1.462 0.266
H -2.512 -1.774 1.147
H -3.754 -2.293 -0.028
H -3.725 -0.597 0.518
C -1.485 -2.506 -1.334
H -0.827 -2.425 -2.210
H -2.300 -3.204 -1.595
H -0.923 -2.957 -0.504
H 0.463 1.656 2.375
H 0.939 1.638 2.943
C 4.870 -1.614 2.733
C 3.917 -0.638 2.198
N 4.242 0.649 2.347
O 2.847 -0.957 1.622
H 5.679 -1.053 3.195
H 5.260 -2.233 1.924
H 4.374 -2.236 3.476
H 3.660 1.440 2.102
H 5.112 0.831 2.794

These are the natural (NBO) partial charges, in e, on atoms 1 to 5: 1.2361, 0.4996, -0.1948, 0.4538, -0.0772



The following is a DFT calculation (wB97M-V/def2-TZVPD) of a cluster of 12 separate species, C5H34NO12 in total in a non-equilibrium geometry.

Properties
total charge = +1
E = -31793.197 eV
maximum force = 0.0246 Eh/bohr
orbital gap = 10.387 eV
HOMO level = -12.74 eV
spin multiplicity = 1

Cartesian coordinates (Å):
C 1.301 -0.148 0.778
O 2.053 -1.346 0.605
C 1.543 0.268 2.220
C 1.128 1.690 2.583
C -0.259 2.111 2.187
C -0.508 2.855 1.132
N 0.757 -0.742 3.031
H 1.618 0.634 0.083
H 0.238 -0.313 0.601
H 1.621 -2.058 0.082
H 2.581 0.094 2.474
H 1.870 2.350 2.139
H 1.265 1.853 3.657
H -1.042 1.842 2.887
H 0.226 3.205 0.405
H -1.502 3.193 0.867
H 0.753 -1.629 2.522
H 1.159 -0.896 3.951
H -0.246 -0.475 3.105
H 1.066 -4.128 -0.726
H -0.128 -3.166 -0.580
O 0.795 -3.215 -0.885
H -2.579 0.016 3.001
H -2.374 -0.820 4.326
O -1.902 -0.355 3.627
H -2.203 2.608 -2.993
H -0.807 1.880 -2.811
O -1.620 2.191 -2.336
H 4.778 -0.923 -1.215
H 3.505 -0.755 -0.274
O 4.180 -0.283 -0.814
H 1.468 1.331 -3.232
H 0.786 1.592 -4.602
O 0.619 1.218 -3.728
H -0.099 -0.379 -3.859
H 0.160 -1.900 -3.916
O -0.552 -1.251 -3.912
H -3.427 0.410 0.863
H -4.113 1.368 1.911
O -3.674 0.502 1.831
H -1.503 -1.677 -2.690
H -2.712 -2.575 -2.197
O -1.891 -2.157 -1.898
H 3.527 2.261 -2.619
H 3.344 0.937 -1.791
O 2.862 1.655 -2.269
H -2.505 0.962 -1.334
H -2.526 -0.599 -1.143
O -2.956 0.229 -0.854
H -1.428 -2.464 -0.202
H -1.635 -2.355 1.341
O -1.015 -2.649 0.672

These are the natural (NBO) partial charges, in e, on atoms 1 to 5: -0.1031, -0.7983, -0.0438, -0.4657, -0.2376



The following is a DFT calculation (wB97M-V/def2-TZVPD) of a structure of composition CrF6H4N3O14S6 in a non-equilibrium geometry.

Properties
total charge = +1
⟨S²⟩ = 6.07
E = -142915.932 eV
maximum force = 0.2490 Eh/bohr
orbital gap (alpha / beta) = 6.210 / 3.421 eV
HOMO level (alpha / beta) = -15.02 / -15.09 eV
spin multiplicity = 5

Cartesian coordinates (Å):
Cr 0.003 -0.142 0.032
N 1.773 0.502 -0.647
S 2.796 0.476 -1.919
O 4.248 0.266 -1.673
O 2.320 1.205 -3.049
F 2.336 -0.981 -2.352
S 2.588 1.844 -0.007
O 2.760 3.013 -0.898
O 3.614 1.440 0.917
F 1.354 2.257 1.038
N -1.258 -1.064 -1.109
S -1.240 -1.407 -2.835
O -2.356 -0.854 -3.687
O -0.461 -2.519 -3.290
F -0.209 -0.223 -3.095
S -2.596 -1.894 -1.099
O -2.405 -3.311 -1.072
O -3.828 -1.268 -1.476
F -2.688 -1.643 0.472
N -0.553 0.375 1.806
S 0.073 0.012 3.409
O -0.350 -1.276 3.958
O 0.381 1.079 4.315
F 1.535 -0.427 2.868
S -1.745 1.040 2.603
O -1.648 2.448 3.020
O -2.768 0.279 3.297
F -2.525 1.219 1.237
O -0.757 1.737 -0.877
H -0.449 2.040 -1.731
H -1.330 2.438 -0.566
O 0.941 -1.908 0.661
H 1.884 -2.019 0.788
H 0.560 -2.734 0.960

These are the natural (NBO) partial charges, in e, on atoms 1 to 5: 1.5305, -0.9329, 2.3499, -0.6027, -0.6254



The following is a DFT calculation (wB97M-V/def2-TZVPD) of the ion C3H3O4 with charge -1 in a non-equilibrium geometry.

Properties
total charge = -1
structure (SMILES) = O=C([O-])/C(O)=C/O
E = -11350.404 eV
maximum force = 0.0858 Eh/bohr
orbital gap = 7.823 eV
HOMO level = -3.85 eV
spin multiplicity = 1

Cartesian coordinates (Å):
C 0.358 0.391 -0.093
C -0.804 -0.296 0.015
C -2.273 0.265 -0.020
O -2.300 1.477 0.070
O -3.063 -0.671 -0.034
O 1.644 -0.302 0.006
O -0.860 -1.683 0.055
H 0.493 1.496 -0.205
H 1.500 -1.326 -0.144
H -1.919 -1.705 -0.061

These are the natural (NBO) partial charges, in e, on atoms 1 to 5: -0.0015, 0.0839, 0.7453, -0.7205, -0.7503



The following is a DFT calculation (wB97M-V/def2-TZVPD) of a cluster of 2 separate species, C9H14 in total in a non-equilibrium geometry.

Properties
structure (SMILES) = Cc1ccccc1.CC
E = -9559.177 eV
maximum force = 0.0547 Eh/bohr
orbital gap = 10.039 eV
HOMO level = -9.05 eV
spin multiplicity = 1

Cartesian coordinates (Å):
C -2.941 -0.523 0.486
C 0.208 -1.423 -1.519
C -0.887 -1.500 -0.626
C 0.318 -0.210 -2.300
C -1.833 -0.469 -0.515
C -0.732 0.740 -2.233
C -1.808 0.604 -1.334
H 0.986 -2.203 -1.571
H -0.929 -2.370 0.066
H 1.068 -0.011 -3.038
H -0.674 1.616 -2.844
H -3.499 0.384 0.817
H -2.533 -0.750 1.415
H -2.532 1.424 -1.280
H -3.713 -1.255 0.209
C 2.947 0.397 1.273
C 1.991 1.102 2.218
H 3.933 0.252 1.752
H 2.541 -0.603 1.050
H 3.030 0.952 0.404
H 1.196 0.467 2.469
H 2.405 1.361 3.264
H 1.458 2.017 1.837

These are the natural (NBO) partial charges, in e, on atoms 1 to 5: -0.6377, -0.2011, -0.2217, -0.2293, -0.0219



The following is a DFT calculation (wB97M-V/def2-TZVPD) of a cluster of 4 separate species, C4H14O4 in total in a non-equilibrium geometry.

Properties
structure (SMILES) = C/C=C(/C)O.O.O.O
E = -12563.122 eV
maximum force = 0.1024 Eh/bohr
orbital gap = 9.133 eV
HOMO level = -8.61 eV
spin multiplicity = 1

Cartesian coordinates (Å):
C 1.509 1.593 0.954
C 0.284 1.289 0.132
C 0.137 0.638 -1.026
O 1.201 0.024 -1.613
C -1.094 0.474 -1.922
H 2.221 0.801 1.022
H 1.242 2.045 1.960
H 1.958 2.315 0.249
H -0.506 2.082 0.383
H 2.052 0.426 -1.277
H -1.076 1.311 -2.748
H -1.962 0.415 -1.311
H -1.000 -0.467 -2.535
H -2.236 -0.029 0.569
H -1.916 -1.404 1.222
O -2.036 -0.912 0.314
H -0.245 -2.284 -0.346
H 1.102 -1.882 -0.520
O 0.598 -2.345 0.057
H 0.341 -0.925 2.608
H -0.256 -1.686 1.473
O -0.320 -1.480 2.355

These are the natural (NBO) partial charges, in e, on atoms 1 to 5: -0.6614, -0.3154, 0.3169, -0.7174, -0.6512



The following is a DFT calculation (wB97M-V/def2-TZVPD) of a structure of composition C19H32N3O2PSiTi in a non-equilibrium geometry.

Properties
E = -69065.402 eV
maximum force = 0.1385 Eh/bohr
orbital gap (alpha / beta) = 6.178 / 6.178 eV
HOMO level (alpha / beta) = -6.61 / -6.62 eV
spin multiplicity = 1

Cartesian coordinates (Å):
Ti -0.043 -0.311 -0.093
Si 0.379 -2.123 -1.562
P 0.531 1.067 -2.143
N -1.815 0.009 -0.296
H 2.711 1.306 0.809
C 0.808 2.863 -2.016
H 1.089 3.293 -3.006
H 1.623 3.032 -1.281
H -0.129 3.354 -1.669
C 1.988 0.572 -3.158
H 2.068 1.263 -4.018
H 1.875 -0.463 -3.528
H 2.909 0.648 -2.553
C -0.837 1.032 -3.371
H -0.539 1.599 -4.259
H -1.718 1.495 -2.922
H -1.067 0.001 -3.647
C 2.021 -3.127 -1.654
H 2.360 -3.357 -0.650
H 2.756 -2.560 -2.215
H 1.735 -4.036 -2.181
H -0.502 -2.960 -0.664
H -0.152 -2.064 -2.954
C -3.136 0.008 -0.505
C -5.333 0.867 -0.090
C -3.962 0.990 0.129
C -3.642 -1.026 -1.326
C -5.006 -1.093 -1.510
C -5.864 -0.151 -0.897
H -6.011 1.600 0.406
H -3.496 1.721 0.745
H -2.919 -1.729 -1.738
H -5.415 -1.905 -2.138
H -6.939 -0.231 -1.045
C 2.787 0.005 0.666
O 1.849 -0.748 0.279
C 2.762 0.629 2.015
H 3.771 0.945 2.301
H 2.534 -0.136 2.806
H 2.088 1.564 2.190
C 4.089 -0.277 0.137
H 4.817 0.614 0.050
H 4.122 -0.829 -0.795
H 4.628 -0.958 0.874
N -0.588 -3.142 6.555
C -0.995 -1.880 6.151
O -1.576 -1.123 6.818
C -0.659 -1.570 4.672
C -0.099 -2.438 3.796
C 0.116 -2.112 2.412
N -0.347 -0.870 1.991
C -0.857 -0.003 2.840
C -1.067 -0.317 4.173
H -0.741 -3.339 7.495
H -0.056 -3.791 6.021
H 0.245 -3.480 4.061
H 0.567 -2.735 1.721
H -1.123 0.992 2.460
H -1.570 0.424 4.832

These are the natural (NBO) partial charges, in e, on atoms 1 to 5: 1.2001, 0.5519, 0.9513, -0.8513, 0.1287



The following is a DFT calculation (wB97M-V/def2-TZVPD) of a cluster of 8 separate species, C24H44O24 in total in a non-equilibrium geometry.

Properties
structure (SMILES) = COC(=O)OC.COC(=O)OC.COC(=O)OC.COC(=O)OC.COC(=O)OC.COC(=O)OC.O=C1OCCO1.O=C1OCCO1
E = -74739.832 eV
maximum force = 0.1768 Eh/bohr
orbital gap = 10.894 eV
HOMO level = -10.63 eV
spin multiplicity = 1

Cartesian coordinates (Å):
C 0.577 -1.968 5.636
C 1.840 -1.064 5.558
O 2.877 -1.973 5.889
C 2.413 -3.260 5.895
O 3.105 -4.200 5.918
O 1.059 -3.264 5.939
H 0.043 -1.980 4.685
H -0.122 -1.631 6.399
H 1.877 -0.267 6.299
H 1.963 -0.572 4.598
C -4.259 -1.296 -2.575
C -4.954 -1.484 -3.958
O -4.847 -0.216 -4.589
C -4.288 0.694 -3.726
O -4.260 1.837 -3.953
O -3.872 0.088 -2.592
H -3.353 -1.865 -2.426
H -4.962 -1.428 -1.754
H -6.002 -1.771 -3.912
H -4.412 -2.262 -4.501
C 6.352 -2.321 2.359
O 6.232 -1.488 1.193
C 5.441 -0.421 1.268
O 4.783 -0.102 2.227
O 5.508 0.244 0.127
C 4.518 1.315 -0.009
H 5.512 -2.994 2.570
H 6.631 -1.749 3.234
H 7.101 -3.067 2.070
H 4.791 2.147 0.637
H 3.524 0.960 0.237
H 4.602 1.589 -1.056
C -1.543 -4.068 -5.069
O -0.392 -3.286 -4.899
C -0.529 -2.067 -4.434
O -1.548 -1.598 -4.023
O 0.627 -1.448 -4.589
C 0.661 -0.086 -4.157
H -1.424 -4.572 -6.027
H -2.502 -3.551 -5.145
H -1.609 -4.793 -4.261
H 0.428 0.097 -3.114
H -0.077 0.508 -4.721
H 1.620 0.332 -4.444
C -1.294 1.273 -1.188
O -0.789 0.768 0.058
C 0.377 0.156 0.063
O 1.113 0.143 -0.889
O 0.578 -0.185 1.321
C 1.656 -0.948 1.772
H -2.109 1.947 -0.954
H -1.686 0.449 -1.771
H -0.489 1.820 -1.678
H 2.241 -1.262 0.914
H 1.188 -1.768 2.316
H 2.322 -0.481 2.493
C 6.535 -2.799 -3.293
O 5.165 -2.869 -2.913
C 4.777 -3.869 -2.172
O 5.380 -4.786 -1.936
O 3.560 -3.724 -1.776
C 2.862 -2.450 -2.053
H 7.201 -2.788 -2.437
H 6.665 -1.792 -3.718
H 6.789 -3.466 -4.112
H 2.626 -2.415 -3.121
H 3.491 -1.620 -1.751
H 1.912 -2.540 -1.536
C 0.112 5.336 -0.226
O -0.459 5.123 1.062
C -1.651 5.664 1.284
O -2.224 6.307 0.502
O -2.094 5.255 2.450
C -3.435 5.617 2.787
H 1.189 5.225 -0.154
H -0.157 6.284 -0.679
H -0.250 4.538 -0.888
H -4.137 5.442 1.984
H -3.432 6.684 3.024
H -3.609 5.081 3.706
C -3.435 1.828 2.497
O -4.550 2.553 2.788
C -5.774 1.999 2.557
O -6.024 0.898 2.034
O -6.699 2.903 2.913
C -8.073 2.578 2.686
H -3.454 0.828 2.958
H -2.579 2.190 3.070
H -3.213 1.725 1.445
H -8.219 1.515 2.898
H -8.305 2.704 1.619
H -8.730 3.230 3.239

These are the Mulliken partial charges, in e, on atoms 1 to 5: -0.1770, 0.0504, -0.3682, 0.6523, -0.4731



Repeat the third record exactly.
The following is a DFT calculation (wB97M-V/def2-TZVPD) of a cluster of 12 separate species, C5H34NO12 in total in a non-equilibrium geometry.

Properties
total charge = +1
E = -31793.197 eV
maximum force = 0.0246 Eh/bohr
orbital gap = 10.387 eV
HOMO level = -12.74 eV
spin multiplicity = 1

Cartesian coordinates (Å):
C 1.301 -0.148 0.778
O 2.053 -1.346 0.605
C 1.543 0.268 2.220
C 1.128 1.690 2.583
C -0.259 2.111 2.187
C -0.508 2.855 1.132
N 0.757 -0.742 3.031
H 1.618 0.634 0.083
H 0.238 -0.313 0.601
H 1.621 -2.058 0.082
H 2.581 0.094 2.474
H 1.870 2.350 2.139
H 1.265 1.853 3.657
H -1.042 1.842 2.887
H 0.226 3.205 0.405
H -1.502 3.193 0.867
H 0.753 -1.629 2.522
H 1.159 -0.896 3.951
H -0.246 -0.475 3.105
H 1.066 -4.128 -0.726
H -0.128 -3.166 -0.580
O 0.795 -3.215 -0.885
H -2.579 0.016 3.001
H -2.374 -0.820 4.326
O -1.902 -0.355 3.627
H -2.203 2.608 -2.993
H -0.807 1.880 -2.811
O -1.620 2.191 -2.336
H 4.778 -0.923 -1.215
H 3.505 -0.755 -0.274
O 4.180 -0.283 -0.814
H 1.468 1.331 -3.232
H 0.786 1.592 -4.602
O 0.619 1.218 -3.728
H -0.099 -0.379 -3.859
H 0.160 -1.900 -3.916
O -0.552 -1.251 -3.912
H -3.427 0.410 0.863
H -4.113 1.368 1.911
O -3.674 0.502 1.831
H -1.503 -1.677 -2.690
H -2.712 -2.575 -2.197
O -1.891 -2.157 -1.898
H 3.527 2.261 -2.619
H 3.344 0.937 -1.791
O 2.862 1.655 -2.269
H -2.505 0.962 -1.334
H -2.526 -0.599 -1.143
O -2.956 0.229 -0.854
H -1.428 -2.464 -0.202
H -1.635 -2.355 1.341
O -1.015 -2.649 0.672

These are the natural (NBO) partial charges, in e, on atoms 1 to 5: -0.1031, -0.7983, -0.0438, -0.4657, -0.2376